Computed, not measured: a structure of composition C61H64N2P3Pd in a non-equilibrium geometry, with ωB97M-V with the def2-TZVPD basis set.

Strongest force on any atom   0.0335 Eh/bohr
Energy   -98615.4770 eV
HOMO energy   -8.4050 eV
M   1024.539 g/mol
LUMO energy   -4.22 eV

```
! wB97M-V def2-TZVPD RIJCOSX def2/J DEFGRID3
* xyz 1 1
C -3.907 0.426 -2.513
C -2.631 0.964 -2.714
C -1.603 0.646 -1.848
C -1.768 -0.372 -0.833
C -0.535 -1.121 -0.526
C -0.394 -2.480 -0.564
C 0.903 -3.078 -0.774
C 1.905 -3.112 0.267
C 1.604 -3.183 1.660
C 2.616 -3.150 2.611
C 3.933 -2.875 2.224
C 4.265 -2.836 0.864
C 3.280 -3.104 -0.085
Pd -1.789 0.715 1.063
P -3.517 1.526 2.333
C -4.888 0.343 2.218
C -6.054 0.628 1.495
C -6.983 -0.386 1.260
C -6.764 -1.673 1.756
C -5.635 -1.939 2.540
C -4.706 -0.929 2.792
C -3.439 1.949 4.103
C -4.606 1.972 4.889
C -4.556 2.460 6.196
C -3.346 2.912 6.732
C -2.174 2.835 5.973
C -2.214 2.327 4.677
C -4.109 3.013 1.465
C -4.748 4.068 2.136
C -5.196 5.175 1.414
C -4.974 5.258 0.037
C -4.302 4.228 -0.627
C -3.890 3.104 0.082
P 0.194 1.670 1.584
C 1.120 1.972 0.051
C 0.722 3.033 -0.779
C 1.340 3.233 -2.012
C 2.370 2.380 -2.420
C 2.758 1.314 -1.611
C 2.134 1.096 -0.383
C 0.034 3.328 2.324
C 0.846 3.745 3.394
C 0.583 4.958 4.033
C -0.478 5.763 3.607
C -1.262 5.374 2.518
C -0.988 4.175 1.865
C 1.366 0.807 2.667
C 2.750 1.058 2.592
C 3.633 0.394 3.445
C 3.131 -0.433 4.453
C 1.753 -0.638 4.574
C 0.871 -0.042 3.673
C -3.110 -0.839 -0.589
C -4.149 -0.413 -1.423
H -4.711 0.682 -3.204
H -2.444 1.624 -3.564
H -0.588 1.008 -2.011
H 0.371 -0.513 -0.511
H -1.288 -3.118 -0.508
H 0.988 -3.829 -1.570
H 0.562 -3.285 1.975
H 2.385 -3.294 3.666
H 4.705 -2.681 2.970
H 5.294 -2.608 0.561
H 3.557 -3.283 -1.125
H -6.228 1.633 1.111
H -7.880 -0.162 0.683
H -7.482 -2.468 1.545
H -5.473 -2.935 2.955
H -3.824 -1.125 3.406
H -5.547 1.599 4.478
H -5.468 2.495 6.793
H -3.313 3.326 7.740
H -1.224 3.180 6.384
H -1.298 2.235 4.088
H -4.897 4.018 3.214
H -5.722 5.975 1.936
H -5.316 6.129 -0.523
H -4.098 4.284 -1.696
H -3.369 2.288 -0.431
H -0.087 3.689 -0.467
H 1.022 4.059 -2.648
H 2.876 2.547 -3.369
H 3.544 0.635 -1.930
H 2.444 0.249 0.236
H 1.666 3.115 3.742
H 1.210 5.271 4.871
H -0.687 6.708 4.110
H -2.089 5.996 2.169
H -1.611 3.863 1.022
H 3.152 1.760 1.859
H 4.712 0.523 3.320
H 3.820 -0.939 5.133
H 1.365 -1.282 5.366
H -0.202 -0.230 3.741
H -3.279 -1.601 0.173
H -5.171 -0.758 -1.238
C 0.374 -4.671 -5.614
C 1.157 -3.363 -5.679
C 1.778 -3.252 -7.072
C 0.247 -2.168 -5.432
N 2.209 -3.400 -4.640
P 2.758 -2.058 -3.695
H 1.866 -2.391 -2.444
N 4.190 -2.959 -3.254
C 5.507 -2.350 -2.897
C 6.312 -3.378 -2.112
C 5.302 -1.095 -2.077
C 6.270 -1.958 -4.164
C 4.175 -4.222 -3.813
C 3.083 -4.456 -4.593
H 0.020 -4.870 -4.596
H -0.499 -4.602 -6.273
H 0.978 -5.523 -5.949
H 2.388 -2.347 -7.170
H 2.391 -4.131 -7.309
H 0.979 -3.202 -7.825
H 0.772 -1.216 -5.589
H -0.581 -2.209 -6.154
H -0.190 -2.186 -4.426
H 6.699 -4.165 -2.769
H 7.171 -2.882 -1.641
H 5.715 -3.841 -1.318
H 4.900 -0.286 -2.694
H 4.662 -1.272 -1.207
H 6.277 -0.756 -1.700
H 5.723 -1.205 -4.746
H 7.236 -1.523 -3.872
H 6.475 -2.827 -4.798
H 4.996 -4.908 -3.639
H 2.887 -5.359 -5.157
*
```